115
Properties=species:S:1:pos:R:3:forces:R:3:mulliken_spin:R:1 method="wB97M-V/def2-TZVPD" orbital_gap_ev="8.611 / 6.507" lumo_ev="-1.3 / -3.4" max_force_ev_per_a=5.20 total_charge=0 s2=0.7539 multiplicity=2
C 0.2176 0.3358 -0.3205 -0.309 0.789 0.452 0.01
C -0.5249 -0.4968 0.7211 -0.538 0.873 -0.198 0.02
O -1.6860 0.0421 1.2915 0.719 -0.229 -0.654 0.86
H 0.5405 1.2636 0.1516 0.464 -0.119 0.003 -0.01
H -0.3834 0.6766 -1.1635 -0.297 -0.320 0.086 0.00
H 1.0548 -0.2398 -0.7155 0.202 0.183 0.159 0.01
H 0.1307 -0.7748 1.5464 0.232 -0.394 0.001 0.03
H -0.8324 -1.3873 0.1729 -0.367 -0.678 0.338 0.09
C 2.7234 -3.5211 -1.6712 -1.063 1.653 -0.888 0.00
C 3.3884 -2.9810 -2.9854 0.963 -1.144 2.222 0.00
O 4.1616 -1.8746 -2.4593 0.527 0.925 0.290 0.00
S 4.4750 -1.8308 -0.8529 1.776 -1.283 -0.438 0.00
O 3.8660 -0.6002 -0.3285 1.161 -2.617 -0.728 0.00
O 5.9160 -2.1840 -0.5777 -4.944 1.411 -0.785 0.00
O 3.5365 -3.1719 -0.5602 2.146 0.903 0.520 0.00
H 2.4905 -4.5860 -1.6663 0.068 0.200 0.194 0.00
H 1.8780 -2.8620 -1.4740 -0.932 -0.627 -0.484 0.00
H 2.7375 -2.6598 -3.7986 -0.145 0.138 0.364 0.00
H 4.0690 -3.7589 -3.3312 0.198 0.253 -0.301 0.00
C 0.3908 0.7193 4.4004 0.428 -0.794 -1.764 0.00
C -0.8094 1.5594 4.0417 0.566 -0.449 -2.951 0.02
O -0.9572 2.4741 5.0307 -0.656 2.409 2.531 0.00
S 0.2573 2.4962 6.1030 0.075 0.107 0.640 0.00
O -0.3124 2.7164 7.4212 1.105 -0.866 -2.488 0.00
O 1.3972 3.3013 5.6776 -2.108 -1.537 0.339 0.00
O 0.5219 0.8987 5.7543 0.888 0.870 2.916 0.00
H 1.3146 0.9528 3.8710 0.063 0.433 -0.057 0.00
H 0.1548 -0.3152 4.1508 0.131 -0.196 0.532 0.00
H -1.6416 0.8804 3.8560 -0.539 0.460 0.606 0.00
H -0.6582 2.1514 3.1391 0.114 -0.370 -0.474 -0.01
C 3.0089 -1.8033 3.5944 -0.418 0.650 0.668 0.00
C 2.1051 -2.7107 2.7985 0.175 0.412 -0.658 0.00
O 2.5248 -3.9776 3.1623 1.142 -2.802 0.368 0.00
S 4.1639 -4.1256 3.4707 0.096 0.251 -1.096 0.00
O 4.9640 -4.2907 2.2454 -2.116 0.587 2.757 0.00
O 4.3606 -5.0735 4.5611 -0.702 2.197 -1.878 0.00
O 4.2053 -2.5438 3.9585 0.019 -0.483 -0.577 0.00
H 2.4793 -1.5131 4.5018 0.325 -0.378 0.463 0.00
H 3.1383 -0.8456 3.0903 1.109 -0.242 -0.313 0.00
H 2.1313 -2.5884 1.7157 0.456 0.080 -0.144 0.00
H 1.0617 -2.5664 3.0790 -0.040 -0.253 0.314 0.00
C -5.2369 0.3594 2.7245 0.583 -0.573 1.048 0.00
C -4.8455 1.4181 3.7875 -2.119 -0.315 0.754 0.00
O -5.2415 2.6654 3.2261 -0.721 0.917 -1.202 0.00
S -6.6460 2.4301 2.3356 0.518 0.615 -0.348 0.00
O -6.6832 3.3763 1.2002 0.055 -2.580 3.297 0.00
O -7.7711 2.2205 3.2548 2.372 0.489 -2.055 0.00
O -6.0737 0.9857 1.7915 -1.124 1.503 -0.688 0.00
H -5.8259 -0.4200 3.2079 0.297 -0.203 0.017 0.00
H -4.3731 -0.0688 2.2159 -0.106 0.076 -0.209 0.00
H -3.8654 1.4006 4.2641 0.220 0.374 -0.894 0.00
H -5.5429 1.2917 4.6156 0.094 -0.317 0.311 0.00
C -3.4150 2.1862 -0.2834 0.089 -1.407 -0.882 0.01
C -2.3748 3.2363 0.0370 0.285 -1.245 -0.230 -0.01
O -2.5480 4.2279 -0.9399 -0.206 1.404 -1.576 0.00
S -3.5556 3.8235 -2.1818 0.476 -1.325 0.417 0.00
O -2.7574 3.1189 -3.2313 -2.313 1.890 2.861 0.00
O -4.4654 4.9129 -2.4731 1.884 -1.941 0.250 0.00
O -4.3471 2.7495 -1.1879 -0.607 1.526 -1.169 0.00
H -3.8429 1.6929 0.5893 -0.585 0.522 -0.234 -0.01
H -2.9991 1.3972 -0.9101 0.675 -0.331 0.500 -0.01
H -1.4362 2.7071 -0.1274 0.371 0.480 0.298 0.01
H -2.4147 3.6426 1.0476 -0.199 0.284 -0.249 0.00
C 2.4557 2.8403 -3.6908 -0.184 1.223 0.308 0.00
C 2.4804 1.5123 -3.4009 0.073 -1.231 0.715 0.00
C 2.6366 0.5326 -4.3705 0.465 0.422 -0.670 0.00
C 2.7373 0.9627 -5.6980 -1.194 0.770 -0.337 0.00
C 2.6876 2.3419 -6.0082 -0.613 1.102 0.852 0.00
C 2.5421 3.3110 -4.9759 1.110 -1.747 -0.422 0.00
N 2.6637 -0.0752 -6.8204 1.511 3.275 -0.176 0.00
O 2.7546 -1.2150 -6.5437 -0.248 -2.421 1.000 0.00
O 2.6745 0.3699 -7.9540 -0.500 0.159 -0.029 0.00
H 2.4020 3.5442 -2.8734 -0.066 0.079 0.156 0.00
H 2.4178 1.2757 -2.3490 0.127 -0.487 0.027 0.00
H 2.7835 -0.5061 -4.1138 -0.319 0.061 -0.090 0.00
H 2.6479 2.8685 -6.9503 0.341 -1.164 -0.716 0.00
H 2.7065 4.3697 -5.1115 -0.440 0.019 -0.558 0.00
C 0.2334 5.8314 1.8164 -1.294 1.303 -0.768 0.00
C 1.1437 5.4531 2.7375 0.222 -0.802 0.444 0.00
C 1.9164 4.3297 2.4737 1.809 0.140 1.488 0.00
C 1.9179 3.6906 1.2570 -2.391 0.775 -0.893 0.00
C 0.9743 4.1441 0.3216 0.495 -0.842 -0.166 0.00
C 0.1244 5.2089 0.5968 0.525 -0.813 -0.678 0.00
N 2.7143 2.4944 0.9292 2.129 1.213 0.792 0.00
O 3.2152 1.9658 1.9237 -0.650 -0.515 -1.071 0.00
O 3.0247 2.2735 -0.2393 -0.975 -0.030 1.299 0.00
H -0.4298 6.6608 2.0129 -0.031 0.151 0.109 0.00
H 1.1646 5.9972 3.6702 0.408 -0.296 0.176 0.00
H 2.6236 4.0738 3.2488 0.077 -0.455 -0.032 0.00
H 0.9447 3.5311 -0.5671 -0.292 0.399 -0.508 0.00
H -0.6022 5.5500 -0.1259 0.001 -0.131 -0.077 0.00
O 1.1580 -6.4661 -0.5531 -4.078 0.889 2.634 0.00
C 0.0988 -6.0979 0.0475 4.087 -0.823 -3.067 0.00
O -0.0218 -4.8403 0.4316 0.358 1.755 -0.340 0.00
C -1.3651 -4.4416 0.7440 0.432 -0.213 1.520 0.00
C -2.1012 -5.7329 1.0172 0.324 -1.281 -1.204 0.00
C -1.2081 -6.7724 0.2247 -0.377 -0.350 0.962 0.00
H -1.8519 -3.7956 0.0133 0.491 -0.078 -0.357 0.00
H -1.2154 -3.9212 1.6900 -0.442 0.521 -0.185 0.00
H -3.1149 -5.7673 0.6180 0.007 0.191 0.253 0.00
H -2.1060 -5.9131 2.0922 -0.048 -0.349 -0.192 0.00
H -1.5006 -6.9896 -0.8026 -0.567 -0.103 0.137 0.00
H -1.0627 -7.7075 0.7656 -0.154 -0.054 -0.194 0.00
O 0.4878 -3.1400 -5.3064 -0.585 -0.348 -0.164 0.00
C -0.3314 -2.4384 -4.7895 0.780 -0.798 0.728 0.00
O 0.0528 -1.2715 -4.2660 1.939 1.403 -0.344 0.00
C -0.9501 -0.5996 -3.5777 -0.281 0.632 0.916 -0.01
C -2.1927 -1.2094 -4.0456 -2.041 -0.127 0.006 0.00
C -1.7952 -2.6045 -4.5069 -1.480 0.526 -0.657 0.00
H -1.0793 0.4706 -3.7393 1.172 0.174 -0.194 0.00
H -0.8179 -0.7754 -2.5101 0.191 0.001 0.078 0.01
H -2.6370 -0.6315 -4.8560 0.107 -0.043 -0.093 0.00
H -2.8790 -1.1186 -3.2036 -0.492 -0.565 -0.218 0.00
H -2.2733 -2.7785 -5.4708 -0.094 -0.532 0.139 0.00
H -2.1473 -3.3336 -3.7770 0.740 -0.429 -0.242 0.00

***

35
Properties=species:S:1:pos:R:3:forces:R:3:lowdin_charge:R:1 method="wB97M-V/def2-TZVPD" de_lowest_kcal_mol=242.3 orbital_gap_ev=9.176 lumo_ev=0.4 max_force_ev_per_a=13.44 total_charge=0 smiles="O=C(NCCc1ccc(F)cc1)N1CCOCC1"
O 2.0755 2.0373 0.8827 -0.171 -1.031 -2.344 -0.01
C 1.8464 1.3260 -0.1425 -3.595 2.340 1.812 -0.55
N 0.7002 1.5177 -0.9348 0.567 7.210 1.860 0.11
C -0.0682 2.9121 -0.6920 -5.819 -12.006 1.601 0.07
C -1.1836 2.6206 0.7543 8.730 -7.177 -3.731 0.00
C -1.7875 1.3313 0.4977 0.059 -1.482 1.250 -0.37
C -2.9720 1.1628 -0.1924 -2.768 1.537 -6.197 -0.10
C -3.5338 0.0643 -0.8064 3.599 -3.743 6.282 0.08
C -2.9267 -1.2047 0.0451 -1.146 1.231 -2.303 -0.29
F -3.5976 -2.3117 -0.1888 -1.499 -1.700 -0.697 0.04
C -1.8821 -1.3433 0.8643 0.251 9.437 -2.056 0.07
C -1.2472 0.2323 1.0198 -0.528 -6.568 1.666 0.04
N 2.5376 0.2851 -0.4825 -0.488 -3.737 -2.641 -0.04
C 2.1495 -0.7822 -1.5383 -8.893 2.080 4.230 0.01
C 1.4567 -2.1194 -0.8491 4.806 3.597 1.865 -0.05
O 2.3087 -2.7062 0.2141 -1.445 -0.526 -5.848 -0.09
C 2.6685 -1.6381 0.9568 1.671 -1.431 4.311 -0.28
C 3.3297 -0.4099 0.5136 -2.644 4.968 1.970 -0.10
H 0.1350 0.8762 -1.3638 -0.937 -2.132 -0.962 0.07
H -0.8139 3.0941 -1.3822 -0.938 0.045 -2.133 0.07
H 0.4394 3.6407 -0.4928 6.291 7.658 2.181 -0.01
H -0.4474 2.3679 1.4583 0.681 1.271 1.684 0.09
H -1.8089 3.2794 0.7090 -6.451 8.016 0.555 0.01
H -3.2762 2.0370 -0.8214 -0.130 0.219 1.236 0.13
H -4.4402 -0.2216 -1.3119 -0.016 0.734 -0.359 0.09
H -1.4853 -2.0915 1.4132 0.879 -2.403 1.405 0.06
H -0.4912 0.1103 1.7961 0.350 1.029 -0.506 0.10
H 1.4496 -0.5088 -2.4131 1.139 0.205 1.634 0.15
H 2.9731 -1.0287 -1.8766 7.979 -2.600 -3.592 0.02
H 1.3917 -2.7124 -1.6257 -0.320 -3.639 -3.604 0.07
H 0.5321 -1.8217 -0.5551 -2.820 0.622 1.626 0.06
H 3.3411 -2.1377 1.6470 0.619 0.393 0.617 0.14
H 1.7925 -1.6050 1.5243 -1.502 2.217 1.629 0.11
H 3.3752 0.5709 1.3329 0.348 -3.415 -1.641 0.22
H 4.1448 -0.4815 -0.0636 4.141 -1.220 -0.800 0.09

***

32
Properties=species:S:1:pos:R:3:forces:R:3:lowdin_charge:R:1 method="wB97M-V/def2-TZVPD" orbital_gap_ev=6.727 lumo_ev=2.2 max_force_ev_per_a=0.22 total_charge=-1
O -1.5011 -3.6453 1.9947 -0.127 -0.064 -0.019 -0.12
C -0.6072 -4.3181 1.0922 0.091 0.075 0.153 -0.39
C -0.4936 -3.6296 -0.2627 -0.064 0.042 0.039 -0.36
In 1.1184 -2.1178 -0.4818 0.081 0.110 -0.166 0.17
H -2.3304 -3.5135 1.5216 0.133 0.046 -0.020 0.06
H -0.9210 -5.3694 0.9957 -0.064 0.019 0.007 0.09
H 0.3430 -4.3227 1.6333 0.027 -0.054 -0.083 0.08
H -0.3450 -4.3822 -1.0435 0.003 0.001 0.001 0.01
H -1.4529 -3.1435 -0.4850 -0.038 -0.080 -0.049 0.01
H 1.4319 -1.8897 -2.2265 -0.052 0.037 -0.031 -0.16
H 0.6569 -0.5466 0.2144 -0.010 0.045 0.072 -0.15
H 2.5900 -2.7503 0.2792 -0.007 -0.058 0.040 -0.15
C 2.6049 -0.2252 3.6795 -0.112 0.050 0.019 -1.55
Cl 2.8072 1.1539 2.5817 0.108 0.033 0.002 0.51
Cl 0.8963 -0.5706 3.9192 -0.040 -0.037 -0.008 0.53
Cl 3.4681 -1.6277 3.0842 0.029 -0.017 0.007 0.52
H 3.0246 0.0590 4.6350 0.011 0.028 -0.017 0.00
C -0.2293 3.1928 1.9585 -0.046 0.032 -0.005 -1.55
Cl -0.4245 4.7737 1.1614 0.020 -0.005 -0.042 0.52
Cl -0.3369 3.3943 3.7075 0.037 -0.016 0.048 0.51
Cl -1.4103 2.0439 1.3773 -0.013 -0.002 -0.001 0.53
H 0.7610 2.8292 1.7205 0.002 -0.075 0.001 -0.03
C 0.3325 4.3055 -2.6080 -0.020 -0.135 0.067 -1.55
Cl 0.8669 2.6510 -2.8603 0.104 -0.021 0.003 0.56
Cl 1.6333 5.4569 -2.9323 0.011 0.027 -0.006 0.51
Cl -1.0887 4.6649 -3.5883 -0.047 0.031 -0.039 0.52
H 0.0525 4.4041 -1.5675 -0.012 0.039 0.014 -0.05
C -2.1979 0.6607 -3.5361 0.026 0.141 0.001 -1.57
Cl -1.9032 0.5577 -1.8142 -0.007 -0.090 -0.005 0.51
Cl -2.4301 -0.9273 -4.2572 -0.025 -0.074 -0.001 0.53
Cl -3.5841 1.7173 -3.8932 -0.017 -0.024 0.008 0.48
H -1.3314 1.1146 -3.9993 0.018 -0.007 0.009 -0.03

***

54
Properties=species:S:1:pos:R:3:forces:R:3:mulliken_spin:R:1 method="wB97M-V/def2-TZVPD" orbital_gap_ev="5.037 / 5.541" lumo_ev="-7.4 / -7.4" max_force_ev_per_a=6.44 total_charge=+2 s2=6.2942 multiplicity=5
C 2.1904 -3.9209 -2.9055 0.894 1.461 -0.521 0.01
C 1.9427 -4.7816 -1.8881 -2.031 0.398 4.691 0.30
H 3.2009 -3.4625 -2.9467 -0.419 -0.465 -0.475 0.02
H 1.4684 -3.5742 -3.6798 0.323 -0.461 0.509 0.02
C 1.3483 -5.0067 -0.6071 0.173 -0.996 -2.831 -0.15
C 0.8341 -4.1622 0.4111 0.749 0.294 0.344 0.67
H 1.3978 -3.3772 0.9888 -0.818 -0.546 -1.264 0.01
H -0.0682 -4.5871 0.8641 0.503 0.331 0.230 0.02
C 2.5533 -5.8999 -2.7648 -0.176 0.185 -0.030 0.01
H 3.0349 -5.5435 -3.6820 0.150 -0.283 -0.436 0.00
H 1.6978 -6.5436 -3.0265 0.650 0.091 -0.063 0.01
H 3.3314 -6.2750 -2.0958 0.042 -0.375 -0.458 0.01
C 1.0699 -6.5198 -0.4022 -0.095 0.977 -0.531 0.07
H 2.0453 -7.0022 -0.3032 -0.214 -0.264 0.209 -0.01
H 0.5489 -6.9235 -1.2928 0.174 -0.016 0.704 -0.01
H 0.4726 -6.6376 0.4991 0.156 -0.356 -0.106 -0.01
Fe -0.0760 1.7190 1.5019 -0.051 0.316 -0.254 2.04
O 0.2433 0.0552 0.6877 -1.345 0.370 -0.246 0.00
C -0.5454 -0.0446 -0.3581 1.067 0.489 -1.906 0.16
O -2.0907 1.0852 1.6357 -0.413 -0.095 0.273 0.02
C -2.5931 0.2355 0.9017 1.651 -0.535 -1.619 0.00
O -3.8493 -0.1322 0.9075 0.006 -0.839 -0.983 0.00
N -1.8704 -0.4074 -0.1322 -2.046 -0.586 1.651 0.01
C -4.0849 -1.0404 -0.2912 -0.442 1.074 0.543 0.00
C -2.7064 -1.4756 -0.7662 0.596 0.603 1.138 0.00
H -4.5796 -0.4312 -1.0555 -0.097 -0.074 0.407 0.00
H -4.7404 -1.8265 0.0917 0.252 0.150 -0.278 0.00
H -2.5454 -1.4419 -1.8344 -0.325 -0.097 -0.260 0.00
H -2.5261 -2.4865 -0.3642 0.574 0.423 -0.171 0.00
C -0.0655 0.3053 -1.6617 1.528 -0.845 3.190 -0.11
C 1.3931 0.6310 -1.5033 0.797 -6.311 -1.035 0.83
H -0.2011 -0.4236 -2.4092 -1.367 0.056 -1.744 0.04
H 1.5660 -0.2699 -0.7876 1.212 2.556 0.051 -0.01
H 2.0960 0.2501 -2.3381 -1.126 1.917 0.492 -0.01
C -0.0904 4.0531 4.9913 0.131 -0.095 -0.112 -0.01
C -0.2605 5.3474 4.4843 0.092 -0.437 -0.290 0.01
C -0.1721 5.5482 3.1029 0.116 -0.342 -0.387 0.00
C 0.0276 4.4503 2.2512 -0.311 -0.435 2.199 0.04
N 0.1352 3.1799 2.7669 -0.183 1.085 0.902 -0.05
C 0.1286 2.9941 4.1061 -0.221 0.794 -0.372 0.02
C 0.0682 4.5010 0.8083 -0.188 -0.481 -1.994 -0.03
C -0.0632 5.6478 0.0163 0.064 -0.328 0.663 0.00
C -0.0503 5.5387 -1.3724 0.084 -0.666 -0.224 0.00
C 0.1522 4.2822 -1.9540 -0.065 0.912 0.278 -0.01
C 0.2972 3.2058 -1.1074 -0.122 -0.102 0.197 -0.02
N 0.1970 3.2670 0.2243 0.297 0.924 -0.076 0.00
H -0.1341 3.8528 6.0641 0.048 0.107 -0.403 0.00
H -0.4614 6.1837 5.1562 0.104 -0.264 -0.236 0.00
H -0.2746 6.5400 2.6549 0.020 -0.341 0.360 0.00
H 0.2915 1.9719 4.4483 -0.184 0.272 -0.027 0.00
H -0.1910 6.6039 0.5190 0.028 -0.132 -0.320 0.00
H -0.1909 6.3994 -2.0082 0.013 0.179 0.103 0.00
H 0.1958 4.1200 -3.0338 0.012 0.201 0.435 0.00
H 0.5025 2.2287 -1.5118 -0.267 0.603 0.082 0.06